6 unconnected molecules or ions with the total composition C21H42BCl4F4NO4S at a distorted geometry, computed with ωB97M-V/def2-TZVPD.

```
! RIJCOSX wB97M-V def2-TZVPD def2/J DEFGRID3
* xyz 0 1
C 3.86657 0.81049 -4.89023
C 3.25849 -0.37155 -4.14311
C 1.77152 -0.23050 -3.87903
C 1.29202 -1.24786 -2.86013
N -0.18180 -1.58093 -2.99761
C -0.48494 -2.71674 -2.01698
C -0.74464 -3.97928 -2.83342
C -1.19719 -3.45062 -4.19445
C -0.55183 -2.09941 -4.37163
C -1.00960 -0.41553 -2.59632
H 3.55596 0.82538 -5.93704
H 4.95849 0.80719 -4.90572
H 3.62227 1.75219 -4.39180
H 3.80333 -0.48264 -3.20043
H 3.42081 -1.29094 -4.71536
H 1.19822 -0.25821 -4.81429
H 1.51450 0.78502 -3.55061
H 1.40897 -0.85361 -1.85286
H 1.79026 -2.21242 -2.95185
H -1.26118 -2.41997 -1.32267
H 0.40726 -2.86243 -1.41410
H -1.58342 -4.51101 -2.38208
H 0.09749 -4.66465 -2.86018
H -2.28644 -3.40544 -4.27459
H -0.96165 -4.14836 -5.00286
H -1.17156 -1.34710 -4.85335
H 0.37900 -2.13662 -4.93356
H -0.82657 0.42403 -3.26524
H -0.79121 -0.13048 -1.57133
H -2.05813 -0.70300 -2.65681
B -0.51464 -0.39542 1.07938
F -1.68083 -0.02260 0.40145
F -0.74068 -0.69391 2.43213
F 0.01537 -1.57724 0.46507
F 0.44306 0.63337 0.97024
C 0.38344 3.06513 4.36383
C 1.20332 4.36519 4.37291
C 2.69414 3.98164 4.37705
S 2.83813 2.44751 3.47561
O 3.52109 1.46799 4.28606
O 3.32375 2.70154 2.14860
C 1.08988 2.10608 3.42771
H -0.66407 3.16525 4.08910
H 0.38085 2.68803 5.39484
H 1.02499 4.99912 5.23834
H 0.96410 4.92928 3.46721
H 3.05893 3.84181 5.39332
H 3.28470 4.76952 3.91410
H 0.90821 1.03422 3.47837
H 0.80868 2.32232 2.39483
O -5.41396 2.69034 2.63576
C -4.71100 2.98498 1.71714
O -3.35573 2.94706 1.79308
C -2.80227 3.11767 0.48639
C -3.86645 3.92121 -0.27125
C -5.14165 3.37463 0.29216
H -2.64657 2.13082 0.05339
H -1.88705 3.70508 0.49480
H -3.70813 3.85950 -1.35181
H -3.75231 4.98597 -0.05632
H -5.50262 2.43436 -0.12899
H -5.97778 4.05937 0.40536
Cl -4.09690 -2.44022 1.57734
C -2.66736 -3.23692 2.28613
C -2.84189 -4.73556 2.32373
Cl -4.17347 -5.24905 3.39778
H -2.53804 -2.82443 3.28229
H -1.80804 -2.95326 1.68267
H -1.94636 -5.20661 2.72352
H -3.06380 -5.12319 1.33312
Cl 4.91285 -2.76207 2.97060
C 3.99620 -1.27938 2.54465
C 2.93144 -1.60872 1.53093
Cl 3.62724 -1.69254 -0.12782
H 4.67876 -0.51519 2.18710
H 3.54551 -0.91219 3.46289
H 2.17824 -0.82808 1.47840
H 2.45370 -2.55740 1.74641
*
```

For the largest force on an atom, the calculation gives 1.3 eV/Å. The calculation puts the energy at -3844.57642 a.u. The calculation puts the LUMO energy at -0.14 eV. The value obtained for the energy above the lowest of the compared OMol25 structures with the same formula, charge and spin is 0.0 kJ/mol. The HOMO-LUMO gap is 9.77 eV.

A molecular structure, C67H40I5N5PTc at a distorted geometry, computed with ωB97M-V/def2-TZVPD.

```
! RIJCOSX wB97M-V def2-TZVPD def2/J DEFGRID3
* xyz 1 2
Tc -0.95105 -0.92686 -0.36256
I -4.16225 3.35354 7.80094
C -3.68111 2.47178 5.93982
C -4.02677 1.15142 5.69898
C -3.63166 0.54554 4.52389
C -2.90952 1.25820 3.56743
C -2.62473 2.59971 3.80290
C -2.99477 3.20626 4.98677
C -2.37716 0.60262 2.36502
C -1.64058 -0.58559 2.57565
C -1.32654 -1.15836 3.82824
C -0.86767 -2.43214 3.57837
C -0.88729 -2.61150 2.17850
C -0.59512 -3.81900 1.49263
C -0.62233 -5.03843 2.31198
C 0.41812 -5.96616 2.30797
C 0.35050 -7.10558 3.08740
C -0.76787 -7.33558 3.87303
I -0.88696 -9.08885 5.04777
C -1.81817 -6.43060 3.88667
C -1.73742 -5.28758 3.11761
C -0.39152 -3.90336 0.11953
N -0.31382 -2.84195 -0.74899
C -0.04992 -3.36920 -1.98783
C 0.04236 -2.65213 -3.17201
C 0.39032 -3.36285 -4.42234
C 1.70421 -3.74494 -4.66506
C 2.06032 -4.31306 -5.87385
C 1.09025 -4.52916 -6.83815
I 1.64304 -5.38075 -8.69050
C -0.23253 -4.19258 -6.60095
C -0.57447 -3.60201 -5.39890
C -0.35035 -1.30785 -3.32768
C -0.40354 -0.61557 -4.55976
C -1.21993 0.47352 -4.36316
C -1.63081 0.44215 -3.01107
N -1.02264 -0.59708 -2.36102
C -2.62913 1.27083 -2.44022
C -2.88028 1.36066 -1.07670
C -3.88333 2.19346 -0.47603
C -3.75844 2.06731 0.86704
C -2.71515 1.11108 1.11230
N -2.20477 0.68211 -0.08952
C -3.50354 1.95038 -3.41083
C -3.73413 3.32325 -3.41026
C -4.55250 3.90433 -4.36130
C -5.16166 3.10986 -5.31844
I -6.41149 3.98254 -6.78286
C -4.95243 1.74012 -5.33719
C -4.12650 1.17093 -4.39008
C 0.00128 -4.80181 -1.90335
C -0.22895 -5.13120 -0.61121
N -1.29291 -1.45718 1.57024
H -4.58411 0.59320 6.43433
H -3.88584 -0.48878 4.34718
H -2.06915 3.14609 3.05950
H -2.72992 4.23595 5.16776
H -1.41206 -0.67411 4.78066
H -0.54120 -3.15448 4.29809
H 1.29865 -5.77659 1.71249
H 1.16805 -7.80951 3.08374
H -2.69429 -6.61643 4.48965
H -2.55937 -4.58582 3.12417
H 2.45325 -3.56398 -3.90990
H 3.08886 -4.58027 -6.06202
H -0.98906 -4.38120 -7.34856
H -1.60392 -3.32954 -5.21844
H 0.07969 -0.90744 -5.47190
H -1.49235 1.22139 -5.08147
H -4.59817 2.78160 -1.01693
H -4.36043 2.54359 1.61625
H -3.24364 3.94509 -2.67759
H -4.70939 4.97202 -4.35510
H -5.42934 1.12719 -6.08744
H -3.97668 0.10158 -4.40024
H 0.14101 -5.44982 -2.74705
H -0.30061 -6.11117 -0.18342
I 2.21232 0.04201 3.54570
C 4.20181 -0.00109 2.78659
C 5.03145 -1.02561 3.15939
C 6.41443 -0.92434 2.94447
C 6.94620 0.24194 2.46719
C 6.10989 1.29783 2.05033
C 6.65547 2.52115 1.61078
C 5.84434 3.55652 1.22842
C 4.46879 3.34571 1.14107
C 3.89778 2.14345 1.52090
P 2.21133 2.03288 0.87505
C 2.47986 2.57167 -0.83838
C 3.12449 1.62411 -1.63196
C 3.42634 1.91003 -2.94748
C 3.10514 3.14978 -3.47694
C 2.49060 4.10036 -2.67916
C 2.17308 3.82034 -1.36063
C 1.12579 3.19268 1.72399
C 1.43882 3.71404 2.97844
C 0.62521 4.68580 3.53354
C -0.47499 5.15043 2.82821
C -0.80186 4.60714 1.59025
C -0.01921 3.60765 1.04350
C 4.69271 1.13308 2.10513
H 4.63584 -1.89466 3.66249
H 7.05129 -1.74915 3.22338
H 8.01348 0.39378 2.42175
H 7.73081 2.62548 1.60277
H 6.25922 4.50984 0.94025
H 3.83312 4.12649 0.74490
H 3.38304 0.66521 -1.20540
H 3.91176 1.16568 -3.55718
H 3.34646 3.38103 -4.50344
H 2.25691 5.07027 -3.08730
H 1.70203 4.57706 -0.74930
H 2.32073 3.38089 3.50671
H 0.86199 5.09794 4.50444
H -1.08438 5.93684 3.24619
H -1.66039 4.97414 1.04652
H -0.26962 3.15248 0.09245
N 1.66546 0.50614 0.56373
C 0.64581 -0.03826 0.14606
*
```

For the largest force on an atom, the calculation gives 3.2 eV/Å. The calculation puts the energy at -4761.45445 a.u. The calculation puts the LUMO energy (alpha / beta) at -3.48 / -3.51 eV. The expectation value of S² is 0.7699. The HOMO-LUMO gap (alpha / beta) is 5.63 / 5.61 eV.